Molecular formula: C9H27As3F18N7O5Tl
Method: DFT, ωB97M-V with the def2-TZVPD basis set

Structure (XYZ):
```
70
Properties=species:S:1:pos:R:3:mulliken_charge:R:1
Tl 0.2716 0.0414 -0.6432 1.5330
As -0.2544 -4.2894 -2.4894 1.9961
F 1.4236 -4.8034 -2.3080 -0.4928
F -0.6284 -5.8980 -3.0848 -0.5106
F -1.9722 -3.8516 -2.6138 -0.5088
F 0.0292 -2.6142 -1.9509 -0.5195
F 0.0347 -3.8290 -4.1350 -0.4891
F -0.5828 -4.8084 -0.8124 -0.5398
As 3.0210 0.5217 3.1243 1.9314
F 2.6553 -0.9417 4.0213 -0.5491
F 1.5624 1.2807 3.7240 -0.4529
F 3.3175 1.9362 2.1196 -0.4728
F 4.4018 -0.3181 2.3982 -0.5412
F 1.9897 -0.0838 1.7527 -0.4514
F 3.9750 1.1665 4.3897 -0.4397
As -3.3946 2.8277 -1.4297 1.9368
F -4.7926 3.8359 -1.6280 -0.4704
F -3.5144 2.9214 0.3325 -0.4554
F -1.9469 1.8127 -1.1945 -0.3600
F -3.1913 2.7749 -3.1735 -0.4900
F -2.2944 4.2192 -1.3766 -0.4981
F -4.4046 1.3877 -1.4641 -0.5164
C 0.2124 2.6614 -3.3142 -0.9393
O 0.5865 2.4527 -1.9644 0.1336
C 0.8828 3.5915 -1.2268 -0.6498
C 1.5592 3.1181 0.0638 -0.9416
N 0.7413 2.0748 0.7112 1.0258
C -0.4821 2.5899 1.2964 -0.8928
C -1.2222 1.5159 2.0119 -1.1119
O -1.3782 0.3778 1.1885 0.5793
C -2.0233 -0.6325 1.9823 -0.5841
H 0.0870 1.6872 -3.7873 0.2658
H 1.0474 3.0963 -3.8740 0.3123
H -0.6923 3.2560 -3.4382 0.2937
H -0.0063 4.1301 -0.8872 0.2463
H 1.5520 4.2762 -1.7532 0.5365
H 1.7125 3.9375 0.7745 0.5975
H 2.5847 2.8002 -0.1008 0.0978
H 1.2678 1.7309 1.5174 -0.3725
H -1.0990 3.0585 0.5350 0.2937
H -0.1358 3.2281 2.1185 0.5003
H -2.1479 1.9346 2.4152 0.4426
H -0.7395 1.1638 2.9310 0.6615
H -1.2859 -1.2208 2.5131 0.2096
H -2.5724 -1.3382 1.4494 -0.2175
H -2.7584 -0.2316 2.6886 0.3517
C 0.3027 -3.1956 1.9604 0.3899
O 0.0009 -2.1630 1.3271 -0.2877
N 1.2969 -3.2484 2.8503 -0.3019
N -0.3944 -4.3585 1.8582 -0.3866
H 1.7750 -2.4071 3.1347 0.1858
H 1.5605 -4.1620 3.1671 0.1889
H -0.8445 -4.4846 0.9629 0.2835
H -0.1241 -5.1217 2.4485 0.1799
C 4.1605 0.5991 -1.2995 0.4904
O 3.0073 0.8570 -0.9026 -0.2666
N 5.1711 0.3671 -0.4362 -0.3394
N 4.4413 0.3832 -2.5938 -0.4296
H 5.0279 0.5008 0.5531 0.1777
H 6.0340 0.1921 -0.9174 0.1615
H 5.3562 0.1442 -2.9296 0.1527
H 3.6734 0.3410 -3.2405 0.1999
C -3.5279 -1.7869 -0.4274 0.4603
O -2.4733 -1.1358 -0.5036 -0.3454
N -4.6891 -1.4612 -1.0426 -0.3919
N -3.6276 -3.0056 0.1573 -0.3249
H -5.5736 -1.8687 -0.8128 0.1855
H -4.6084 -0.5695 -1.5141 0.2715
H -2.8482 -3.4510 0.6107 0.0951
H -4.4922 -3.5116 0.1811 0.1737
```

Calculated values
Frontier orbital gap in eV: 3.97
HOMO level in eV: -10.4
Energy relative to the best compared isomer or geometry (same formula, charge and spin) in eV: 0.000
LUMO energy in eV: -6.38
Multiplicity: 1

Molecular formula: C9H27BFN5O6P
Method: DFT, ωB97M-V with the def2-TZVPD basis set

Structure (XYZ):
```
50
Properties=species:S:1:pos:R:3:mulliken_charge:R:1
N 1.8043 -1.6183 -3.8976 -0.3320
B 2.5136 -0.6080 -3.2563 0.4009
O 3.6127 0.0606 -3.6860 -0.5157
N 1.9927 -0.1151 -1.8638 -0.2172
F 0.6444 0.2124 -1.8827 -0.0137
P 2.1643 -1.4005 -0.3762 0.4077
O 3.5897 -2.0192 -0.8334 -0.4731
O 2.6563 -0.3455 0.6744 -0.3418
H 1.0599 -2.0911 -3.3969 0.2890
H 2.3363 -2.3099 -4.4112 0.2692
H 4.4830 -0.2425 -3.4200 0.3399
H 2.4942 0.7510 -1.6387 0.3292
H 3.5306 -2.6847 -1.5296 0.3617
H 3.4781 0.1764 0.4316 0.4621
C 5.8526 0.3689 0.6645 0.2067
O 4.9470 0.7661 -0.0849 -0.8077
N 6.1441 0.9183 1.8329 0.1172
C 7.2267 0.4224 2.6685 -0.9122
C 5.3628 2.0597 2.2967 -0.8739
H 6.4965 -0.4772 0.3935 0.3278
H 6.8408 0.0993 3.6350 0.3571
H 7.9684 1.2044 2.8287 0.3568
H 7.7071 -0.4227 2.1806 0.2891
H 4.3117 1.7898 2.3974 0.2617
H 5.4376 2.8832 1.5880 0.3176
H 5.7443 2.3758 3.2631 0.3905
C -3.8299 -0.3336 -1.6439 -0.0026
O -2.9605 -1.1849 -1.7719 -0.6681
N -3.6300 0.9748 -1.9029 0.1241
C -4.6744 1.9612 -1.7177 -0.9459
C -2.3200 1.3621 -2.3804 -0.8600
H -4.8484 -0.5582 -1.3029 0.4220
H -4.9084 2.4639 -2.6581 0.3378
H -4.3723 2.7154 -0.9877 0.3304
H -5.5715 1.4626 -1.3537 0.3368
H -2.0896 0.8432 -3.3124 0.2787
H -1.5674 1.0795 -1.6436 0.2076
H -2.2845 2.4365 -2.5459 0.3911
C -5.8063 -1.4785 0.9527 0.1672
O -6.5397 -0.8854 0.1809 -0.6381
N -5.6299 -1.1368 2.2419 0.1047
C -4.7440 -1.8717 3.1183 -0.9260
C -6.3631 0.0061 2.7604 -0.9115
H -5.2137 -2.3567 0.6479 0.3256
H -5.2917 -2.2896 3.9651 0.3492
H -3.9535 -1.2242 3.5038 0.3420
H -4.2851 -2.6889 2.5646 0.2914
H -7.4372 -0.1514 2.6644 0.3014
H -6.1083 0.9098 2.2058 0.2604
H -6.1098 0.1419 3.8091 0.3848
```

Calculated values
Frontier orbital gap in eV: 7.80
HOMO level in eV: -10.9
LUMO energy in eV: -3.11
Multiplicity: 1
Total charge: +1

Molecular formula: C9H27BN13O8
Method: DFT, ωB97M-V with the def2-TZVPD basis set

Structure (XYZ):
```
58
Properties=species:S:1:pos:R:3:mulliken_charge:R:1
N 0.2283 -1.7244 -3.0599 -0.4488
C 0.4712 -1.0109 -4.0699 -0.1965
C -0.3161 0.1826 -4.5813 -0.6349
N -1.0590 0.9384 -3.5839 0.1665
C -2.5069 1.1417 -3.6457 -0.8670
C -2.8601 1.5287 -2.2059 -0.0314
O -3.3574 0.4953 -1.3497 -0.2809
N -3.3115 -0.8034 -1.9097 0.3462
O -3.4597 -1.6090 -1.0843 -0.4094
N -1.5721 1.9512 -1.6524 -0.2282
C -0.5845 1.3799 -2.4204 0.3075
N 0.6757 1.3159 -2.0395 -0.0484
B 1.2729 1.7446 -0.7294 0.2549
O 0.5331 2.5200 0.0797 -0.5933
O 2.5385 1.3103 -0.5137 -0.4468
H -0.6108 -1.4138 -2.5641 0.1239
H 1.3578 -1.2499 -4.6582 0.4210
H -1.0509 -0.2021 -5.2923 0.4191
H 0.3387 0.8358 -5.1621 0.3643
H -2.6835 1.9989 -4.3004 0.4664
H -3.0577 0.3061 -4.0634 0.4554
H -3.5934 2.3286 -2.2350 0.3504
H -1.4851 1.6719 -0.6763 0.3565
H 1.3341 0.8950 -2.6805 0.1871
H 0.8443 2.4289 1.0088 0.5479
H 2.5623 0.3331 -0.5022 0.4982
C -2.6816 -5.5490 -2.3410 0.5824
O -2.4853 -6.7313 -2.1541 -0.6298
N -2.9975 -5.0455 -3.5791 -0.3236
N -2.6073 -4.6180 -1.3389 -0.2804
H -3.1819 -4.0770 -3.7526 0.1370
H -3.0691 -5.7023 -4.3338 0.2058
H -2.3873 -4.9567 -0.4207 0.1690
H -2.7573 -3.6358 -1.4757 0.1937
C 0.4349 1.8672 3.7947 0.5545
O 0.7604 1.6918 2.6191 -0.7147
N -0.2063 2.9796 4.2282 -0.3013
N 0.6955 0.9512 4.7592 -0.3472
H -0.4640 3.0913 5.1980 0.1871
H -0.4266 3.7002 3.5674 0.1807
H 1.1725 0.1113 4.4899 0.2032
H 0.4317 1.0924 5.7209 0.1902
C 0.6957 3.1718 8.0645 0.6945
O -0.2334 2.6546 7.4523 -0.7101
N 1.2210 4.3794 7.7150 -0.3621
N 1.2633 2.5717 9.1455 -0.4000
H 1.9764 4.8155 8.2090 0.1714
H 0.8183 4.8530 6.9288 0.2083
H 0.8878 1.6864 9.4310 0.2248
H 2.0177 2.9736 9.6689 0.1642
C 3.6280 -2.0976 -1.8957 0.6246
O 3.1852 -1.2756 -1.1001 -0.7631
N 2.8066 -2.9081 -2.6184 -0.3196
N 4.9621 -2.2557 -2.0928 -0.4094
H 3.1464 -3.6069 -3.2521 0.1628
H 1.8146 -2.8247 -2.4592 0.2283
H 5.5802 -1.6708 -1.5609 0.2387
H 5.3508 -2.9291 -2.7255 0.1603
```

Calculated values
Frontier orbital gap in eV: 8.20
HOMO level in eV: -11.7
LUMO energy in eV: -3.49
Multiplicity: 1
Total charge: +1

Molecular formula: C9H27ClIIrOP2S
Method: DFT, ωB97M-V with the def2-TZVPD basis set

Structure (XYZ):
```
43
Properties=species:S:1:pos:R:3:mulliken_spin:R:1
C -1.1032 0.2828 0.5050 0.0677
I 0.3245 0.2612 1.8816 0.0093
H -0.5195 0.2847 -0.6183 -0.0148
H -1.7810 1.1237 0.4887 -0.0017
H -1.4049 -0.7446 0.3196 -0.0030
Ir 1.6663 -0.4942 -3.1483 2.0985
P 0.8491 1.4665 -1.3720 0.2557
C 0.5258 2.7601 0.1394 0.1207
C 2.4873 2.2791 -1.6406 0.0230
H 2.2160 3.3591 -1.6666 0.0010
H 0.2499 3.5126 -2.2323 0.0033
H 2.9447 1.9782 -2.6188 -0.0154
H -0.2569 2.3442 -3.4844 -0.0095
H 1.2118 2.6359 1.0092 0.0018
H 3.1987 2.0906 -0.7923 0.0037
C -0.2666 2.5757 -2.4009 0.0306
H 0.7702 3.6867 -0.3868 -0.0010
H -1.2890 2.5962 -1.9978 -0.0003
H -0.5163 2.8682 0.5075 -0.0029
P 0.7174 -1.5330 -1.4560 0.1511
C 0.4002 -2.4229 0.1769 0.0469
C -0.3788 -2.7125 -2.4825 0.0620
H 2.8823 -2.1766 -2.7130 0.0432
H 2.1339 -3.5673 -1.6968 0.0045
H 3.0980 -2.2030 -0.8578 -0.0075
C 2.4042 -2.4715 -1.7012 0.0153
H -0.3993 -2.4528 -3.5533 -0.0067
H 0.1252 -3.6589 -2.3266 -0.0008
H 0.7487 -3.4626 0.0294 -0.0030
H -0.6266 -2.5263 0.5464 -0.0022
H -1.3837 -2.6942 -2.0619 0.0067
H 0.9939 -2.0363 1.0230 -0.0006
Cl 2.1619 0.4242 -5.1271 0.1534
C -1.5280 -1.1765 4.7597 0.0400
S -2.7265 -0.6669 3.5076 0.3439
C -2.6750 1.1307 3.5945 0.0336
O -2.5718 -1.1567 2.1218 0.5075
H -2.1620 -1.0031 5.6600 -0.0007
H -0.5405 -0.6964 4.7571 0.0254
H -1.6124 -2.1991 4.4889 -0.0012
H -1.7846 1.7503 3.7434 0.0223
H -3.1743 1.3039 2.6604 -0.0031
H -3.4091 1.3405 4.4153 0.0033
```

Calculated values
Frontier orbital gap (alpha / beta) in eV: 7.67 / 4.38
HOMO level (alpha / beta) in eV: -13.8 / -14.9
Energy relative to the best compared isomer or geometry (same formula, charge and spin) in eV: 0.565
LUMO energy (alpha / beta) in eV: -6.15 / -10.55
Multiplicity: 5
Total charge: +2
Expectation value of S²: 6.027

Number 1: electronic energy -266570.9019 eV. Number 2: electronic energy -42185.6147 eV. Number 3: electronic energy -46198.9764 eV. Number 4: electronic energy -64668.6800 eV.